A gas-phase ion, C4H7N2 (charge +1) at a distorted geometry, computed with the ωB97M-V functional and the def2-TZVPD basis.

Results
Total charge   +1
HOMO level (alpha / beta)   -0.487 / -0.487 hartree

Atoms and positions in Å:
N: 2.05639 0.71373 -0.52229
N: 1.99098 1.86981 -0.76492
C: -1.76289 -1.43922 0.85495
C: -1.33101 -0.35179 0.43320
C: -0.26044 0.46476 0.11852
C: 0.86498 -0.13432 -0.62719
H: 1.08820 2.26994 -1.14439
H: -0.39457 1.38971 -0.29214
H: 1.20535 -1.10245 -0.05073
H: -2.71319 -1.75458 0.78380
H: -1.39385 -2.17518 1.66079
H: -0.00278 0.59122 1.20315
H: 0.65281 -0.34163 -1.65274

Here are the Löwdin charges for atoms 1 to 8, given in e: -0.05, 0.11, 0.16, 0.13, -0.17, -0.18, 0.10, 0.10

17 unconnected molecules or ions with the total composition C2H40N2O16 at a distorted geometry, computed with the ωB97M-V functional and the def2-TZVPD basis.

Results
Total charge   0
HOMO level   -0.353 hartree

Atoms and positions in Å:
O: 3.05296 -1.67375 -2.56611
O: -1.24272 3.28871 1.18667
O: -1.88381 -2.06081 3.60908
O: -3.48259 -2.48916 0.66337
O: 1.99902 0.23437 2.11123
O: 1.88606 -2.51758 2.58720
O: 1.89997 0.64144 -3.72401
O: 3.67692 -0.13887 -0.41649
O: -1.06146 3.64016 -1.54290
O: 0.77909 -3.56616 -1.62511
O: -0.00940 -3.13926 0.85126
O: -0.42904 2.26422 3.52067
O: -3.92302 1.55369 1.05741
O: 2.59210 3.32954 -1.20146
O: -2.45070 1.40465 -2.39276
O: -1.11733 -0.00793 2.22792
N: 0.70655 1.05793 -0.30982
N: -0.92738 -1.67042 -2.16163
C: -0.23968 -0.05395 -0.59914
C: 0.24642 -0.80317 -1.80760
H: -1.02959 0.37809 3.06837
H: -2.01413 3.68217 -1.35220
H: 3.33237 -2.59402 -2.52924
H: -1.32484 0.28275 -0.88464
H: 2.79480 3.94305 -0.54188
H: 1.13267 -1.32386 -1.68307
H: -4.50911 1.97298 0.60630
H: 1.07494 1.49579 -1.09185
H: -1.07658 2.68913 0.45351
H: 2.35403 -0.15697 -3.50121
H: -3.13624 1.40138 -1.76394
H: 1.27890 0.24209 1.53576
H: -0.95415 -2.52288 -1.60663
H: 2.51553 -2.02763 2.08162
H: 0.29145 1.70396 3.02861
H: 0.95026 0.57410 -3.96361
H: -3.67236 -1.82572 1.34277
H: -1.01366 -1.91516 3.18586
H: 0.44237 0.12385 -2.55827
H: 1.40010 -2.99544 -1.34868
H: -0.66580 -2.47149 0.95184
H: -2.61809 -1.97947 2.86233
H: 2.73273 0.11608 1.66110
H: -1.74821 0.51807 1.73241
H: 2.64846 -0.00589 -0.46790
H: 4.10294 0.75895 -0.35800
H: -0.82813 2.80545 2.90304
H: -3.26843 2.13260 1.61589
H: -2.24346 0.38329 -2.33646
H: 3.43361 -1.22070 -1.99294
H: -2.93009 -2.20516 0.07915
H: -0.32774 -0.52941 0.36867
H: 0.80172 -3.06732 1.38199
H: 0.18662 1.76463 0.19099
H: 1.91660 3.78463 -1.84135
H: -0.89334 4.19171 0.84421
H: -0.77757 2.96369 -2.14058
H: 0.28500 -3.87761 -0.81870
H: 1.36093 -1.77966 3.05759
H: -0.78779 -2.08576 -3.19801

Here are the Löwdin charges for atoms 1 to 8, given in e: 0.05, -0.09, -0.11, 0.04, 0.03, -0.05, -0.07, -0.09

A molecular structure, C2LaO4 at a distorted geometry, computed with the ωB97M-V functional and the def2-TZVPD basis.

Results
Total charge   +3
HOMO level   -0.890 hartree

Atoms and positions in Å:
La: 1.32188 1.45169 -0.88786
O: -1.69639 -0.48192 -1.17811
O: 2.63459 -0.53926 0.14382
O: -1.85440 -0.19498 1.11804
O: -1.63274 1.15626 0.41406
C: -2.03167 0.00543 -0.16157
C: 3.25874 -1.39721 0.55161

What are the Löwdin partial charges on each atom? They are as follows, in elementary charge units: 2.77, 0.22, -0.14, 0.32, 0.11, -0.54, 0.25

A molecular structure, C40H105AgF3N9O11 at a distorted geometry, computed with the ωB97M-V functional and the def2-TZVPD basis.

Results
Total charge   0
HOMO level   -0.318 hartree

Atoms and positions in Å:
Ag: -2.50029 3.04300 -1.85797
F: -1.92905 -0.83247 0.80071
F: -0.10355 -1.73867 0.08772
F: -1.62250 -0.95342 -1.29873
O: -5.73059 1.14292 4.58035
O: 3.61407 4.14867 -0.00827
O: -5.49625 -0.48507 -0.38619
O: -0.50743 -0.33587 -5.48460
O: 0.48591 0.92826 -1.20428
O: 0.90389 6.15102 -3.64381
O: -0.35453 -7.70726 -1.64677
O: 7.59227 -0.92578 3.74921
O: -1.24142 1.93523 -0.06544
O: -0.43518 -0.18489 5.06897
O: 3.76192 -2.68533 1.31167
N: 1.30552 -5.38189 -2.28877
N: 3.73685 -5.64927 -0.85852
N: 6.57596 -1.84306 1.09328
N: -4.47899 3.17726 -0.15911
N: -2.02296 1.17508 -3.58412
N: -4.13266 -1.19096 4.69048
N: -1.92338 1.69929 7.86233
N: 0.19121 3.21488 -3.71648
N: 0.16252 4.52700 1.02969
C: -2.98574 1.39065 -5.65784
C: 5.90535 0.38456 0.57677
C: 1.86377 3.19211 2.18204
C: 1.34196 2.91374 -5.63305
C: -0.69510 -3.95195 -2.32640
C: -4.84254 -1.81460 -0.26736
C: 0.54297 7.52125 -3.85241
C: -0.10546 -5.24657 -1.82597
C: 2.59282 0.64302 -2.47239
C: 1.22164 3.87749 -4.49287
C: -1.25149 0.85626 5.60710
C: -6.61913 2.16208 4.36996
C: -4.61899 -0.74048 3.44638
C: -5.34547 1.96792 -0.47716
C: -0.42135 0.78255 -0.08826
C: 4.34861 3.80040 -1.20590
C: 6.60107 -0.25040 3.03965
C: 7.49260 -0.64694 5.20888
C: -4.94991 0.79260 3.41788
C: 1.81788 0.42712 -1.14987
C: -2.64306 0.38751 -4.56465
C: -1.72949 -0.78752 -4.89481
C: 4.65809 -3.51165 -1.43225
C: -5.96383 2.11643 -1.85636
C: 2.85738 -2.04466 2.22362
C: 0.41868 -1.42565 -5.70468
C: -1.22430 0.64289 7.09475
C: -0.43549 -0.25316 3.64771
C: 4.18939 -4.43015 -0.26944
C: -5.85044 -1.63455 3.15676
C: 3.11137 -3.74196 0.59578
C: 0.74073 5.30953 -4.80283
C: 2.13859 4.07109 -0.19765
C: -0.96064 -0.68895 -0.14627
C: -1.00221 -8.93935 -2.05485
C: -0.89700 -6.52392 -2.20865
C: -4.59224 0.67124 -0.29907
C: 1.59596 4.33736 1.14787
C: -1.73619 -0.75400 7.64269
C: 6.78962 -0.48682 1.48837
H: -0.64995 -3.79143 -3.40356
H: -0.16089 0.66064 7.33339
H: -2.29729 0.66246 5.36866
H: 5.85493 -0.05037 -0.42142
H: 1.50948 -6.35126 -2.09172
H: -1.67211 0.64966 -2.79612
H: 1.97411 3.33181 -6.41644
H: 0.18427 0.57446 3.30272
H: -0.01919 -1.21686 3.35433
H: 3.44158 -1.30201 2.76702
H: 8.00974 0.30415 5.33565
H: 1.33236 -5.21740 -3.28493
H: 1.87037 -0.63876 -0.92797
H: 1.05374 -1.32180 -6.58446
H: -0.47708 -9.81277 -1.66826
H: 5.57949 -1.98453 1.00889
H: -0.89938 -6.74627 -3.27573
H: -5.45298 1.15862 2.52288
H: 0.74667 8.01814 -2.90388
H: -0.89159 -8.99975 -3.13754
H: -1.20773 1.67283 -3.91234
H: 0.55760 2.35307 -3.33811
H: 4.01852 2.86976 -1.66749
H: 4.89819 0.28087 0.98049
H: -6.12953 1.92959 0.27908
H: -3.59075 0.08191 -4.12125
H: 5.02429 -2.56374 -1.03796
H: -3.90704 0.46312 -1.12083
H: 6.72784 0.82523 3.16240
H: 1.87872 4.91790 -0.83286
H: -0.26616 5.27939 -5.21922
H: -6.66384 -1.63205 3.88235
H: -1.67039 1.56677 8.83112
H: 2.69890 -4.53377 1.22108
H: -2.90491 1.48178 7.76546
H: 6.47243 -0.69442 5.58981
H: -6.37414 3.11819 -1.98368
H: -6.19137 3.09789 4.01026
H: -5.12077 3.87349 0.19229
H: 7.81243 -0.32698 1.14722
H: -5.64517 -2.53929 -0.40414
H: 2.43837 0.84142 -0.35524
H: -4.05950 2.76552 0.66222
H: 2.88927 2.83022 2.25621
H: -5.23091 1.90098 -2.63387
H: 2.28803 -3.46850 -0.06410
H: 2.16762 4.03712 -3.97542
H: 2.52331 1.69436 -2.75159
H: 1.22540 8.06531 -4.50539
H: 5.46982 -4.03176 -1.94087
H: 0.28867 0.83552 0.73706
H: 1.87124 2.00707 -5.33993
H: -0.07613 3.67976 -2.86060
H: -3.87359 -0.80480 2.65370
H: -1.42547 -1.64151 7.09143
H: -3.66168 2.19677 -5.37260
H: 5.59089 -0.51257 3.35413
H: -0.51242 7.60625 -4.11133
H: -0.09762 3.56981 0.83934
H: 2.15987 0.01695 -3.25258
H: -1.51427 -1.29500 -3.95447
H: -0.13361 -2.35224 -5.86119
H: -4.00944 1.33751 3.49965
H: -2.04351 -8.93337 -1.73275
H: 1.61603 3.55416 3.17985
H: -3.33521 -0.63071 4.95561
H: -7.06930 2.56419 5.27757
H: -2.77870 -0.70564 7.95726
H: -1.93928 -6.30150 -1.97997
H: -2.13973 1.96341 -6.03770
H: -4.00987 0.64067 0.62180
H: -4.45061 -2.02257 0.72825
H: 1.45893 5.57843 -5.57740
H: 6.73040 -2.19202 2.02841
H: -6.24592 -1.25615 2.21415
H: -2.32203 -1.43106 -5.54508
H: -3.38449 0.82685 -6.50119
H: 2.08247 -1.43174 1.76323
H: -1.43429 -0.17655 3.21803
H: -5.59581 -2.67859 2.97445
H: 5.01404 -4.65976 0.40534
H: 2.02578 5.25267 1.55478
H: -0.08704 -3.11978 -1.97165
H: -0.27875 4.82924 1.88644
H: 2.92559 -5.44491 -1.42436
H: 1.71482 3.17705 -0.65504
H: 3.23436 -6.28275 -0.25330
H: -4.78623 -0.88256 5.39606
H: -0.17153 -5.25435 -0.73800
H: 4.34723 4.62857 -1.91457
H: 8.05760 -1.24844 5.92096
H: -1.04566 1.89374 5.34371
H: 0.36623 2.63843 -6.03335
H: -1.71391 -3.71104 -2.02292
H: 3.91267 -3.32393 -2.20504
H: -6.73955 1.38211 -2.07346
H: 6.29194 1.40370 0.57607
H: 2.43259 -2.82254 2.85809
H: 0.98391 -1.67412 -4.80641
H: -1.26270 -0.80163 8.62333
H: 1.18683 2.35393 2.01681
H: -7.49223 1.92153 3.76339
H: -4.09651 -2.02779 -1.03293
H: 3.65490 0.39954 -2.44433
H: 5.40554 3.67566 -0.97045

Here are the Löwdin charges for atoms 1 to 8, given in e: 0.74, 0.09, 0.11, 0.10, -0.18, -0.19, -0.19, -0.18

A molecular structure, C14H21N7 at a distorted geometry, computed with the ωB97M-V functional and the def2-TZVPD basis.

Results
Total charge   0
HOMO level   -0.337 hartree

Atoms and positions in Å:
N: 1.20209 3.24824 -2.48071
N: -1.28929 0.15148 -1.33688
N: -2.36066 1.03494 1.10376
N: 3.33296 -1.95869 4.57739
N: -1.22789 -2.09496 2.98384
N: 3.23581 -0.85994 -0.40609
N: 0.52730 -0.71748 1.47148
C: 1.04760 -1.52934 3.31321
C: 0.58381 -0.92388 -1.16930
C: -1.34969 -2.15768 1.81678
C: 3.19847 -0.03949 -1.21138
C: 2.27356 -1.78246 4.01987
C: 3.03220 1.08665 -2.17152
C: -1.58599 -2.36878 0.41010
C: -3.44832 1.61896 -0.79042
C: -1.37910 1.01041 1.80554
C: -0.16149 0.97515 2.65972
C: -0.30748 1.34930 -3.65715
C: 0.50217 2.39862 -2.99837
C: -2.21672 0.83105 -1.10160
C: 0.55758 -0.85374 0.32737
H: 0.26657 1.07096 -4.54093
H: -0.51915 0.48615 -3.02606
H: 0.00102 -0.14389 -1.65929
H: 0.73896 1.22300 2.09771
H: 4.04234 1.43340 -2.38945
H: -1.14432 1.95554 -4.00396
H: 2.52510 1.97371 -1.79193
H: 1.63053 -0.72058 -1.39545
H: -0.24510 1.75561 3.41603
H: -0.11333 -0.02280 3.09545
H: 0.85365 -0.47117 3.13776
H: -3.13157 2.56671 -0.35503
H: 0.28525 -1.93945 -1.42925
H: -1.14870 -1.48317 -0.05096
H: 0.92874 -2.06288 2.37019
H: -4.06938 1.68151 -1.68399
H: 2.50583 0.85979 -3.09865
H: -1.05248 -3.28447 0.15517
H: 0.21822 -1.99073 3.84925
H: -4.08409 1.11121 -0.06511
H: -2.65502 -2.41683 0.20285

Here are the Löwdin charges for atoms 1 to 8, given in e: 0.13, 0.07, 0.10, 0.08, 0.15, 0.17, -0.04, -0.20

C4H6O2Si in the gas phase at a distorted geometry, computed with the ωB97M-V functional and the def2-TZVPD basis.

Results
Total charge   0
HOMO level (alpha / beta)   -0.164 / -0.351 hartree
Multiplicity   3

Atoms and positions in Å:
Si: -1.27673 1.53245 -0.00636
O: 2.57390 2.11274 -0.00319
O: 2.75757 -0.15877 0.00316
C: 0.45838 -0.95690 -0.03988
C: 0.09880 0.29657 -0.03724
C: 1.93382 -1.31936 -0.00108
C: 2.18655 0.99864 -0.00057
H: 2.21664 -1.92458 -0.87171
H: -0.89933 2.67194 -0.84083
H: -2.52165 0.93640 -0.50994
H: -0.18891 -1.82528 -0.06836
H: 2.16396 -1.89092 0.90782
H: -1.45331 1.93668 1.38986

Here are the Löwdin charges for atoms 1 to 8, given in e: 0.57, 0.22, 0.07, -0.26, -0.25, -0.17, -0.28, 0.12

A molecular structure, C18H27ORe at a distorted geometry, computed with the ωB97M-V functional and the def2-TZVPD basis.

Results
Total charge   +1
HOMO level (alpha / beta)   -0.341 / -0.409 hartree
Multiplicity   4

Atoms and positions in Å:
Re: 0.00000 0.00000 0.00000
O: 0.55270 -2.04710 0.62626
C: -0.98446 0.07340 2.28051
C: 0.41623 0.12742 2.46359
C: 2.87044 3.27416 -2.69524
C: -0.85353 0.77950 -2.19665
C: -1.62359 -1.24206 -1.41529
C: 1.47272 -3.96966 1.78390
C: -0.35867 -1.44889 -2.01152
C: 2.97154 4.15264 -0.29981
C: 0.11556 -0.20279 -2.49698
C: 0.46006 -4.43908 0.84843
C: -1.93071 0.13497 -1.53610
C: -0.21263 2.04633 1.38573
C: -1.37309 1.26385 1.61920
C: 1.00978 4.78211 -1.80793
C: 1.02168 -2.52332 1.89802
C: 2.20475 3.94273 -1.55147
C: 0.89299 1.34440 1.91442
C: 0.50322 -3.27347 -0.12429
H: 2.46817 -4.03514 1.28033
H: -0.48635 -3.47460 -0.58508
H: -2.83170 0.61186 -1.18831
H: -0.18376 3.01483 0.91523
H: 2.00548 -2.07388 2.17151
H: 0.65981 -5.43323 0.39217
H: 1.91763 1.67251 1.90725
H: 1.04304 -0.03372 -3.01658
H: 1.41662 -3.37465 -0.75891
H: -0.79833 1.82434 -2.45239
H: -1.64028 -0.71275 2.61483
H: 0.18000 -2.51741 2.63227
H: -2.37918 1.53053 1.34121
H: 3.60893 3.29931 -0.06422
H: 2.31656 4.33327 0.55370
H: 0.14164 -2.39918 -2.09604
H: 1.01760 -0.61944 2.95239
H: -2.25384 -2.00044 -0.98261
H: 0.35403 4.33881 -2.55866
H: 3.63891 5.02662 -0.36520
H: 3.53147 3.96018 -3.24846
H: 3.49803 2.44244 -2.37171
H: -0.52761 -4.47574 1.37332
H: 2.14992 2.89383 -3.42068
H: 0.42575 4.94670 -0.90127
H: 1.27879 5.78128 -2.18592
H: 1.52389 -4.51687 2.74970

Here are the Löwdin charges for atoms 1 to 8, given in e: 1.42, -0.29, -0.14, -0.19, -0.09, -0.15, -0.15, -0.19

C25H29BrN2O4 in the gas phase, computed with the ωB97M-V functional and the def2-TZVPD basis.

Results
Total charge   0
HOMO level   -0.324 hartree

Atoms and positions in Å:
Br: 5.22010 -1.78503 0.73148
O: 0.82995 0.90592 -1.84129
O: -1.03495 2.11157 -1.12500
O: -5.04112 -2.16274 -0.38897
O: -2.82542 3.50653 1.26899
N: -2.84514 1.26622 0.98851
N: -3.74255 -1.20105 2.05082
C: -0.73285 -0.89082 -2.43518
C: -2.00061 -0.54027 -2.88293
C: -2.29494 2.48814 0.86833
C: 3.66752 1.93765 -0.22302
C: 4.51995 0.85880 -0.08542
C: -2.33422 -0.97553 1.77216
C: -2.97576 -2.35841 -1.63511
C: -4.34568 0.05010 2.49072
C: 2.77993 -0.34485 1.06501
C: -3.10913 -1.26584 -2.48632
C: 0.14899 2.97034 0.77886
C: -0.95022 2.52031 0.18238
C: -4.22572 1.09870 1.38882
C: 2.36545 1.89115 0.26278
C: -0.59523 -2.00156 -1.61215
C: 0.15117 2.12631 -1.89032
C: -3.94591 -2.26438 3.01491
C: 4.06213 -0.28038 0.55228
C: 1.45044 3.07690 0.04109
C: -2.20296 0.02867 0.62891
C: 0.47872 -0.07611 -2.80873
C: 1.11148 3.23279 -1.44897
C: 1.94110 0.74467 0.92000
C: -1.70393 -2.73003 -1.21919
C: -4.21286 -3.04567 -1.10805
H: 0.38871 -2.28873 -1.27073
H: 2.43948 -1.23643 1.56965
H: -1.15116 0.19198 0.40236
H: 0.32532 0.40919 -3.78260
H: -4.59534 2.06625 1.73125
H: -1.58068 -3.59314 -0.57984
H: -0.19375 2.31864 -2.92139
H: -3.50304 -2.03742 3.99528
H: -2.69352 -0.37570 -0.25914
H: -4.82351 -3.40886 -1.94118
H: -3.92730 -3.90796 -0.48814
H: 0.10644 3.27267 1.81162
H: 1.97953 3.97864 0.37151
H: 1.36058 -0.72085 -2.86553
H: 2.00533 3.17460 -2.06844
H: -5.40180 -0.12759 2.70210
H: -3.49697 -3.18132 2.63556
H: 0.94065 0.69596 1.32208
H: -1.80310 -0.59837 2.66425
H: -4.57152 -1.84742 0.40861
H: 0.62072 4.19432 -1.60849
H: -1.87538 -1.91943 1.46987
H: 4.02490 2.82899 -0.71825
H: -3.86104 0.42038 3.41034
H: -4.80703 0.76945 0.51911
H: -4.09599 -0.97588 -2.81511
H: -5.01482 -2.42613 3.14301
H: -2.12358 0.31190 -3.53507
H: 5.52745 0.90030 -0.47060

Here are the Löwdin charges for atoms 1 to 8, given in e: 0.71, -0.06, 0.04, -0.07, 0.09, -0.02, -0.25, -0.20